Record 1
79
Properties=species:S:1:pos:R:3:nbo_charge:R:1 method="wB97M-V/def2-TZVPD" homo_energy_ha="-0.5047 / -0.5068" multiplicity=2 lumo_energy_ev="-6.5 / -6.7" de_lowest_kcal_mol=0.00 fmax_ev_per_a=0.3 total_energy_ev=-112531.7959 gap_ev="7.22 / 7.09" charge=+2
W 0.12355 -0.19220 -0.50945 1.771
O 1.18435 -1.49997 0.36881 -0.686
C 1.95445 -2.55941 0.14111 0.443
C 3.01082 -2.86920 0.99181 -0.277
C 3.79670 -3.96220 0.68515 -0.120
C 3.53863 -4.76185 -0.43704 -0.221
C 2.47131 -4.47292 -1.25130 -0.112
C 1.67014 -3.35258 -0.97228 -0.240
C 0.45594 -3.11149 -1.66791 0.253
N -0.33822 -2.09145 -1.53396 -0.521
C -1.63045 -2.26286 -2.23334 -0.245
C -2.51382 -1.14368 -1.75855 -0.244
N -1.65490 0.03816 -1.75778 -0.519
C -1.95346 1.00353 -2.56660 0.238
C -1.30416 2.26708 -2.61575 -0.253
C -1.58506 3.19940 -3.63076 -0.116
C -1.05600 4.46362 -3.56085 -0.231
C -0.27708 4.82444 -2.45294 -0.128
C -0.00991 3.93477 -1.43219 -0.286
C -0.50986 2.63535 -1.52086 0.456
O -0.28168 1.75931 -0.54542 -0.757
H 3.19642 -2.25196 1.85989 0.244
H 4.62961 -4.21168 1.32958 0.239
H 4.17038 -5.61304 -0.64697 0.244
H 2.23822 -5.10135 -2.10203 0.232
H 0.12571 -3.90245 -2.33962 0.213
H -2.04931 -3.23647 -1.98070 0.238
H -1.47552 -2.20289 -3.31272 0.219
H -2.85485 -1.33108 -0.73723 0.221
H -3.38413 -1.00097 -2.39864 0.228
H -2.81008 0.85587 -3.22389 0.209
H -2.21732 2.90925 -4.46112 0.230
H -1.25258 5.18459 -4.34123 0.243
H 0.11852 5.83056 -2.39288 0.236
H 0.59113 4.21181 -0.57697 0.243
C 5.88578 2.04320 0.17490 -0.649
C 5.29434 0.65853 0.08873 -0.059
O 4.27241 0.55977 -0.95807 -0.834
P 2.85764 1.22608 -0.85542 1.808
S 1.98911 1.09007 0.91490 -0.368
S 1.73763 0.21087 -2.24858 -0.324
O 2.98396 2.73630 -1.26166 -0.840
C 3.50750 3.14420 -2.56719 -0.067
C 3.82786 4.61235 -2.49012 -0.627
H 6.68703 2.03868 0.91425 0.245
H 5.14611 2.78060 0.48840 0.218
H 6.31188 2.34823 -0.78072 0.224
H 4.83207 0.34987 1.02711 0.196
H 6.03168 -0.08293 -0.20567 0.215
H 2.73252 2.92929 -3.30475 0.198
H 4.39103 2.54488 -2.78995 0.198
H 2.93446 5.19335 -2.26379 0.216
H 4.22286 4.94769 -3.44891 0.239
H 4.57658 4.80666 -1.72320 0.226
C -6.25655 -1.63668 5.02405 -0.645
C -5.22836 -1.00106 4.13645 0.058
C -3.86307 -1.14841 4.39748 -0.211
C -2.91269 -0.55512 3.59022 -0.119
C -3.33593 0.19159 2.49613 -0.341
C -4.68767 0.34156 2.20169 -0.162
C -5.62440 -0.25067 3.02943 -0.209
S -2.20902 0.99372 1.42346 1.281
C -1.28194 2.03625 2.53253 -0.800
O -1.16953 -0.13553 1.08555 -0.958
H -5.79788 -2.15383 5.86378 0.230
H -6.85422 -2.35631 4.46282 0.241
H -6.94099 -0.88396 5.41646 0.244
H -3.54672 -1.73288 5.25172 0.232
H -1.85868 -0.68657 3.80143 0.224
H -5.00204 0.92368 1.34382 0.231
H -6.67882 -0.13031 2.81594 0.236
H -0.87351 1.43484 3.34245 0.254
H -1.97007 2.78915 2.91612 0.267
H -0.49163 2.49785 1.94336 0.269
Cl -1.10088 -3.34008 1.92940 -0.038
C -1.58739 -5.02645 1.67334 -0.381
Cl -1.59089 -5.47233 -0.04148 -0.033
H -2.59402 -5.15335 2.05124 0.235
H -0.88306 -5.66883 2.18702 0.238

***

Record 2
75
Properties=species:S:1:pos:R:3:mulliken_spin:R:1 method="wB97M-V/def2-TZVPD" homo_energy_ha="-0.2771 / -0.2763" multiplicity=5 lumo_energy_ev="-0.5 / -0.7" de_lowest_kcal_mol=5.82 fmax_ev_per_a=0.8 total_energy_ev=-104996.2833 gap_ev="7.08 / 6.86"
Fe 0.06986 0.86324 -1.85507 3.780
N -2.24878 -0.26251 -5.25369 0.006
C -1.29131 -0.11779 -4.30346 0.000
S -0.64814 1.47229 -4.04250 0.072
N -0.95112 -1.24710 -3.69494 -0.003
N -0.03633 -1.02176 -2.71678 -0.008
C 0.74051 -1.96125 -2.31941 0.032
C 0.66846 -3.37027 -2.77873 -0.002
C -0.53464 -4.06575 -2.67491 0.004
C -0.62089 -5.37924 -3.10359 -0.002
C 0.48701 -6.00903 -3.65780 0.002
C 1.68375 -5.31971 -3.77742 -0.001
C 1.77423 -4.00685 -3.33529 0.005
C 1.83721 -1.49805 -1.40964 -0.038
C 2.72171 -2.37114 -0.79457 0.000
C 3.80380 -1.85410 -0.09648 0.003
C 3.97070 -0.48417 -0.02107 -0.001
C 3.00223 0.32263 -0.59887 0.008
N 1.95828 -0.16767 -1.25755 0.065
H -2.35167 0.48444 -5.91725 0.000
H -2.44527 -1.20041 -5.56416 -0.002
H -1.39896 -3.56822 -2.25636 0.000
H -1.55854 -5.91194 -3.01186 0.000
H 0.41346 -7.03246 -4.00238 0.000
H 2.54879 -5.80032 -4.21576 0.000
H 2.70699 -3.46819 -3.45019 0.001
H 2.56214 -3.43687 -0.86587 0.001
H 4.50937 -2.52102 0.38215 0.000
H 4.81122 -0.04054 0.49341 0.000
H 3.04528 1.40168 -0.51457 -0.006
Cl -4.51578 6.34640 -0.56433 0.000
C -3.19323 5.21435 -0.68446 0.005
C -1.87292 5.68208 -0.59854 -0.002
C -0.81776 4.81578 -0.69892 0.010
C -1.01409 3.42310 -0.90349 -0.016
O 0.00165 2.63717 -0.99812 0.044
C -2.36249 2.96891 -0.95703 0.016
C -2.72057 1.57476 -1.07139 -0.012
O -1.96211 0.60752 -1.11607 0.022
C -3.43007 3.88197 -0.85484 -0.004
H -1.69738 6.74016 -0.45082 0.000
H 0.20139 5.17425 -0.63392 0.000
H -3.80594 1.37543 -1.07574 0.004
H -4.44834 3.51353 -0.90655 -0.001
C 1.87568 2.96404 1.80635 0.003
C 1.78435 1.60205 2.50119 0.004
C 1.78094 1.78995 4.01496 0.000
Sb 0.11600 0.46386 1.66912 0.000
C 0.71542 -1.52570 2.32379 0.004
C -0.11790 -2.55270 1.55363 0.000
C 0.67819 -1.80881 3.82205 0.000
C -1.35068 0.94502 3.17621 0.000
C -1.77093 2.40389 3.00721 0.002
C -2.55819 0.01855 3.06181 0.001
H 2.82382 3.45724 2.04752 0.000
H 1.07498 3.62614 2.14545 0.000
H 1.78112 2.89787 0.72206 0.000
H 2.65722 1.00260 2.22249 0.001
H 0.90152 2.34924 4.34212 0.000
H 2.65924 2.36670 4.32526 0.000
H 1.79940 0.84836 4.56246 0.000
H 1.75374 -1.59100 1.97887 -0.001
H -1.16480 -2.52519 1.86598 0.000
H 0.24851 -3.56965 1.73190 0.000
H -0.10085 -2.37575 0.47542 0.001
H -0.33664 -1.73304 4.21798 0.000
H 1.30728 -1.12642 4.39228 0.000
H 1.02927 -2.82585 4.02977 0.000
H -0.87196 0.81109 4.14903 0.000
H -2.25152 2.56552 2.03771 0.000
H -0.92616 3.09242 3.06851 0.000
H -2.48899 2.69169 3.78194 0.000
H -3.01334 0.08848 2.06945 0.000
H -3.32556 0.29328 3.79299 0.000
H -2.30088 -1.02727 3.23330 0.000